Record 1
66
Properties=species:S:1:pos:R:3:mulliken_charge:R:1 method="wB97M-V/def2-TZVPD" e_above_lowest_kj_mol=49.3 homo_ev=-8.3500 homo_lumo_gap_ev=8.119 charge=0 e_tot_ha=-3591.0456 max_force_ev_per_a=1.4 e_lumo_ev=-0.23
Bi -0.34872 -0.64060 -0.60116 1.05
Cl -5.02427 3.21983 2.73666 -0.13
Cl 3.35471 -1.43684 1.96962 -0.21
S 1.41674 0.99715 -1.98847 -0.52
S 1.33368 -2.60000 -0.98145 -0.26
O -5.92441 0.72440 3.96603 -0.63
O -3.59558 -2.25101 1.99406 -0.77
O -5.19172 -1.29761 3.46155 -0.62
O -2.15739 -1.85576 0.37243 -0.66
N -3.27095 2.10971 1.02277 0.32
N 2.65676 -1.64726 -3.23165 0.23
N 0.74437 -2.62620 -3.62922 0.34
N 3.47290 1.72285 -0.38858 0.21
N 3.94799 -0.02792 -1.60654 0.50
N -2.71545 0.92623 0.69164 -0.40
C -5.20386 0.00660 3.31655 0.51
C 4.78630 1.40125 -0.13476 -0.41
C 1.00216 -4.27921 3.40588 -0.39
C -3.77824 4.32407 0.05898 -0.52
C -1.15853 4.48765 -0.85575 -0.51
C 0.43592 -0.42425 1.54571 -1.02
C -2.88240 3.29477 0.32696 0.46
C 1.92588 -2.31498 2.39723 1.15
C 5.06912 0.31524 -0.88817 -0.70
C 2.74992 2.84845 0.16127 -0.72
C 2.98451 0.84281 -1.29850 -0.08
C -2.04205 5.52588 -1.10617 -0.54
C 2.10416 -3.55894 2.98210 -0.74
C -0.26458 -3.73712 3.25829 -1.01
C 0.66076 -1.75150 2.20282 -0.41
C -3.31104 0.00346 1.42635 0.22
C -1.57518 3.38430 -0.13417 0.13
C -4.20640 1.93577 1.99353 0.02
C -0.42679 -2.49595 2.67142 0.02
C -0.50063 -3.33627 -3.40996 -0.78
C -3.34457 5.43938 -0.64224 -0.75
C 1.24630 -2.22157 -4.84266 -0.55
C 2.43069 -1.61941 -4.58532 -0.47
C -2.99178 -1.46535 1.25187 0.78
C 1.61536 -2.26231 -2.66088 -0.55
C -4.27069 0.58517 2.29384 -0.01
B 4.03594 -1.21774 -2.62732 0.44
H 3.40241 3.37677 0.85119 0.31
H -0.32068 -4.21223 -2.79099 0.36
H 5.97712 -0.25682 -0.95985 0.49
H 2.43359 3.52291 -0.63357 0.34
H 3.10390 -3.95128 3.10642 0.44
H -1.72194 6.39490 -1.66564 0.40
H -0.88504 2.58454 0.07404 0.24
H 5.38299 1.95009 0.57167 0.41
H -0.14092 4.51924 -1.22339 0.35
H -1.13455 -4.28177 3.60045 0.44
H 0.72955 -2.40075 -5.76828 0.43
H 3.13181 -1.16280 -5.25938 0.48
H 4.50327 -2.15670 -2.04519 -0.13
H -4.04632 6.23953 -0.83652 0.36
H -4.80519 4.25992 0.37512 0.44
H 1.33879 0.17906 1.50878 0.66
H -0.35226 0.12316 2.06353 0.39
H -1.22882 -2.70251 -2.90461 0.25
H -0.90089 -3.64286 -4.37259 0.33
H 4.70137 -0.84101 -3.55347 -0.20
H 1.85969 2.51283 0.69235 0.19
H -1.42517 -2.09682 2.56953 0.14
H -4.52888 -1.73352 2.84388 0.46
H 1.13723 -5.25103 3.86195 0.39

Record 2
60
Properties=species:S:1:pos:R:3:mulliken_charge:R:1 method="wB97M-V/def2-TZVPD" homo_ev="-9.7890 / -9.7897" homo_lumo_gap_ev="5.118 / 5.118" charge=+1 e_tot_ha=-4879.3546 max_force_ev_per_a=3.2 e_lumo_ev="-4.67 / -4.67"
Sc 0.67493 -0.30314 0.22282 -1.70
Cl 5.67027 -2.82081 -2.16979 -0.16
Cl 3.92546 -0.31394 -1.96800 -0.29
Cl 0.71597 -2.56972 1.68144 -0.10
Cl 4.98712 -5.36028 -0.48844 -0.16
Cl 2.66089 -5.23668 1.63903 -0.18
P -0.24866 -1.45911 -1.84918 1.41
P 1.57724 2.06810 -0.23173 1.49
O 1.60358 1.18024 3.11237 -0.52
N -1.24836 0.63235 0.42781 0.46
C -2.37438 -0.19991 0.33131 0.97
C 4.35149 -2.80879 -1.08398 -0.11
C 2.49739 -1.61962 -0.07306 -0.72
C 2.62139 3.12582 0.79336 -1.59
C -4.28781 -1.23379 1.49014 -0.84
C -1.54682 4.02253 2.96875 -1.06
C 0.58247 -1.30794 -3.44111 -1.20
C 2.21500 -2.72874 0.69195 0.80
C -4.53775 -2.03635 0.39232 -1.05
C 4.04891 -3.95153 -0.30695 0.37
C 2.21217 2.40153 -1.89744 -1.10
C 2.98331 -3.90769 0.62256 0.02
C 3.56911 -1.65045 -0.95637 0.92
C 0.88468 0.56098 2.37077 0.47
C -3.01026 0.60876 2.53706 -1.06
C -3.23612 -0.28360 1.48664 0.97
C -0.58409 -3.22994 -1.60554 -1.46
C -3.78627 -1.85358 -0.77405 -0.53
C -1.94693 -0.82925 -2.14570 -1.06
C 0.08924 3.16648 -0.35687 -1.24
C -0.74343 3.02641 0.89620 0.06
C -2.25087 1.75982 2.34782 1.02
C -2.28611 2.87978 3.21424 -0.81
C -2.73703 -0.93810 -0.83976 -0.06
C -0.78731 4.09601 1.78767 -0.46
C -1.40281 1.80340 1.19030 -0.20
H -1.05692 -3.68046 -2.48929 0.43
H -4.91637 -1.29955 2.36699 0.47
H -0.21110 4.99321 1.56312 0.45
H 0.34992 -3.75513 -1.37452 0.37
H -3.55773 0.48406 3.48158 0.49
H -2.41515 -1.44373 -2.94219 0.52
H 0.09501 -1.91902 -4.20827 0.45
H 2.16362 3.32996 1.75675 0.40
H -1.86076 0.21935 -2.49439 0.38
H -4.00175 -2.44501 -1.66379 0.42
H -1.23138 -3.36849 -0.73184 0.37
H -2.93057 2.82684 4.08549 0.45
H 1.62071 -1.62156 -3.31237 0.33
H -1.53228 4.86100 3.64444 0.42
H 0.44309 4.20200 -0.50108 0.60
H 2.39468 3.46642 -2.05592 0.52
H -5.30770 -2.79824 0.39611 0.42
H -0.43285 2.83514 -1.27745 0.38
H 0.61443 -0.25959 -3.75556 0.33
H 3.56507 2.61344 0.97685 0.42
H -0.11210 0.14808 2.85055 0.04
H 2.81850 4.07167 0.28795 0.45
H 3.13914 1.82760 -1.97929 0.26
H 1.50684 2.02279 -2.64048 0.33

Record 3
65
Properties=species:S:1:pos:R:3:lowdin_spin:R:1 method="wB97M-V/def2-TZVPD" e_above_lowest_kj_mol=25.0 homo_ev="-5.5257 / -7.8509" homo_lumo_gap_ev="5.405 / 5.118" charge=0 e_tot_ha=-4807.5524 max_force_ev_per_a=3.9 e_lumo_ev="-0.12 / -2.73" spin_multiplicity=5
Pt 8.41902 11.14171 14.83458 1.17
Te 9.68141 12.20770 11.78277 0.72
Se 12.70094 10.68900 15.84257 0.70
F 11.24000 12.11121 18.17869 0.01
F 5.57813 5.15719 15.66101 0.02
F 9.80116 8.26338 18.08891 0.00
F 10.06950 9.70129 19.77181 0.00
F 9.44205 13.02606 17.15396 0.01
F 9.35118 12.45205 19.30856 0.00
F 11.58102 9.62436 18.11106 0.04
O 9.55632 10.47788 16.33701 0.12
O 6.56379 12.53654 16.15922 0.05
N 7.13431 11.97470 13.59749 0.10
N 7.37440 14.61283 15.58420 0.00
N 10.98840 12.78739 14.69006 0.18
C 7.24082 7.59963 13.52340 0.06
C 9.06262 9.27680 13.96127 0.28
C 7.46753 11.94762 9.52035 0.03
C 6.84024 13.29646 13.57234 0.02
C 5.66120 13.72231 12.90999 0.01
C 9.00533 10.25445 7.90081 -0.01
C 6.33628 11.07019 13.00437 0.02
C 9.85721 12.08162 18.07436 0.00
C 9.50546 10.68178 9.13427 0.04
C 5.09463 11.39573 12.48968 0.00
C 8.18753 8.17045 14.39016 0.03
C 7.02731 11.60221 8.23814 0.00
C 8.74014 11.53012 9.98436 0.05
C 7.81350 14.23952 14.26260 0.01
C 7.77118 10.75443 7.42544 0.04
C 6.45462 6.10306 15.23168 0.06
C 7.89560 10.44623 18.15122 0.01
C 6.50084 14.33767 17.83021 0.00
C 6.83222 13.74417 16.46728 0.02
C 11.78083 12.03354 15.15603 0.08
C 6.31530 6.65061 13.95423 -0.01
C 10.24765 9.54813 18.39724 0.01
C 9.33616 10.62806 17.67760 0.02
C 7.51063 6.51112 16.07399 -0.01
C 4.72268 12.76022 12.52495 0.00
C 8.37658 7.52140 15.63288 0.06
H 5.41753 14.69238 17.78212 0.00
H 7.54654 9.40316 18.01310 0.00
H 7.23459 11.17838 17.61458 0.00
H 6.55162 13.53486 18.57017 0.00
H 7.20839 15.15150 18.11680 0.00
H 4.44594 10.62442 12.02093 0.00
H 5.51066 6.35069 13.30249 0.00
H 6.88029 12.61224 10.16464 0.00
H 7.93792 15.18650 13.63686 0.00
H 7.61110 15.56268 15.89233 0.00
H 3.74306 13.08760 12.17392 0.00
H 6.07260 12.02566 7.92322 0.00
H 8.82101 13.79074 14.24880 0.01
H 9.60553 9.54626 7.36222 0.00
H 7.88341 10.67684 19.24183 0.00
H 10.45616 10.31022 9.48086 0.00
H 7.22406 7.92270 12.49661 0.00
H 6.79050 10.08882 12.93806 0.01
H 9.23476 7.85460 16.18329 0.00
H 9.16613 9.40537 12.86609 0.02
H 7.64832 6.13563 17.08849 0.00
H 7.38283 10.44322 6.44581 0.00
H 5.49424 14.77785 12.74467 0.00
H 10.05968 9.21618 14.45000 0.01